A cluster of 2 separate species, C6H13NO in total, computed with ωB97M-V/def2-TZVPD.

```
21
Properties=species:S:1:pos:R:3:forces:R:3:nbo_charge:R:1
C 0.438994 0.087698 2.578108 -0.136 0.062 -0.072 -0.100
O 0.871050 -0.769585 3.630766 0.053 0.059 0.105 -0.718
C -0.575247 -0.647446 1.759120 0.198 0.016 0.150 -0.182
C -1.834806 -0.262156 1.651010 -0.029 -0.060 0.009 -0.387
H 1.290574 0.356936 1.942166 -0.003 0.054 -0.002 0.166
H -0.007014 1.009446 2.973870 0.049 -0.071 -0.015 0.159
H 1.485275 -0.276090 4.184362 -0.008 -0.088 -0.047 0.467
H -0.205908 -1.539493 1.267320 -0.072 -0.039 -0.107 0.206
H -2.550024 -0.809356 1.049623 0.005 0.028 0.018 0.200
H -2.188262 0.610583 2.187820 -0.055 0.041 -0.074 0.189
C -1.076869 1.199323 -1.837024 0.027 0.102 0.151 -0.623
C -0.228351 0.005434 -2.147038 -0.116 0.395 -0.049 -0.279
C 1.094295 0.020533 -2.043401 0.170 -0.390 -0.137 -0.005
N 1.936841 -1.074059 -2.297508 0.359 0.101 -0.056 -0.821
H -0.462758 1.992635 -1.413081 0.036 0.095 0.024 0.204
H -1.579073 1.612693 -2.712960 -0.008 -0.082 -0.108 0.205
H -1.849738 0.970540 -1.102481 -0.041 -0.069 0.034 0.211
H -0.734687 -0.888026 -2.488681 0.016 -0.170 -0.035 0.190
H 1.626111 0.903885 -1.704860 -0.131 0.040 0.093 0.179
H 2.905258 -0.818517 -2.431995 -0.146 -0.011 0.037 0.369
H 1.644333 -1.684976 -3.045127 -0.167 -0.012 0.080 0.372
```
Positions in Å, forces in eV/Å.

* SMILES: C/C=C/N.C=CCO
* E_tot: -9968.77647 eV
* LUMO: 1.0 eV
* charge: 0
* relative energy (zero: lowest compared OMol25 entry of this formula, charge and spin): 231.4 kJ/mol